{"formula": "C54H44BrNO2OsP2S", "method": "ωB97M-V/def2-TZVPD", "multiplicity": 5, "total_charge": 4, "e_lumo_ev": [-10.75, -13.40], "orbital_gap_ev": [6.557, 4.592], "e_homo_ha": [-0.6359, -0.6613], "s2": 6.083, "molar_mass_g_mol": 1103.10, "symbols": ["Os", "O", "S", "C", "C", "C", "C", "C", "C", "C", "C", "C", "C", "P", "C", "C", "C", "C", "C", "C", "C", "C", "C", "C", "C", "C", "C", "C", "C", "C", "C", "C", "C", "C", "C", "C", "C", "C", "P", "C", "C", "C", "C", "C", "C", "C", "C", "C", "C", "C", "C", "C", "C", "H", "H", "H", "H", "H", "H", "H", "H", "H", "H", "H", "H", "H", "H", "H", "H", "H", "H", "H", "H", "H", "H", "H", "H", "H", "H", "H", "H", "H", "H", "H", "H", "H", "H", "H", "H", "Br", "C", "C", "C", "C", "N", "C", "H", "H", "H", "H", "C", "O", "H", "H", "H", "H"], "coordinates": [[0.429299, -0.859704, 0.390980], [-0.401000, 1.354328, 2.181786], [-0.339678, 1.268205, 0.695075], [-2.039341, 1.705199, 0.273793], [-2.356636, 2.877320, -0.430353], [-3.630678, 3.417400, -0.448711], [-4.628535, 2.776001, 0.306156], [-6.054049, 3.147530, 0.553638], [-6.597885, 2.000118, 1.428243], [-5.463160, 1.052218, 1.560050], [-5.399523, -0.227132, 2.150998], [-4.226837, -0.930088, 2.018775], [-3.044191, -0.410695, 1.418302], [-1.777365, -1.664168, 0.962274], [-2.777995, -2.641889, -0.199230], [-3.698809, -2.010804, -1.045535], [-4.500989, -2.761596, -1.885883], [-4.382925, -4.148812, -1.903816], [-3.470453, -4.777470, -1.073642], [-2.673968, -4.032016, -0.212110], [-1.406902, -2.799338, 2.325872], [-2.006532, -2.878649, 3.581841], [-1.567028, -3.822695, 4.502313], [-0.532698, -4.691605, 4.179400], [0.081912, -4.610302, 2.935798], [-0.351694, -3.666259, 2.017639], [-3.060539, 0.923455, 0.893947], [-4.318201, 1.567557, 0.925959], [0.682841, 2.681587, 0.273663], [0.219293, 3.876296, 0.881902], [0.911220, 5.061221, 0.851985], [2.170132, 5.054108, 0.230974], [3.163841, 6.154287, 0.079363], [4.375588, 5.480291, -0.585490], [3.964462, 4.067033, -0.763207], [4.690623, 2.971516, -1.277502], [4.065372, 1.747775, -1.304254], [2.735814, 1.506505, -0.874987], [2.157750, -0.243644, -1.129865], [1.618065, -0.228706, -2.862126], [1.245343, -1.457336, -3.419087], [0.944718, -1.542370, -4.766799], [1.028546, -0.407580, -5.575004], [1.404063, 0.807176, -5.028638], [1.699986, 0.899138, -3.669640], [3.600057, -1.335848, -1.198470], [4.421131, -1.361637, -2.334294], [5.506012, -2.219059, -2.389716], [5.778485, -3.071361, -1.323151], [4.945121, -3.088058, -0.215258], [3.857281, -2.228889, -0.154716], [1.973975, 2.607123, -0.318649], [2.658186, 3.855899, -0.296523], [-1.574271, 3.398190, -0.967797], [-3.832445, 4.323400, -1.007389], [-6.603053, 3.253586, -0.386230], [-6.123118, 4.123560, 1.042111], [-7.475437, 1.506130, 0.999149], [-6.923792, 2.340915, 2.417825], [-6.261638, -0.676136, 2.628640], [-4.227197, -1.966691, 2.328211], [-3.792909, -0.931362, -1.056314], [-5.223908, -2.271463, -2.525997], [-5.012845, -4.736971, -2.558819], [-3.382394, -5.855551, -1.080653], [-1.997772, -4.548969, 0.453083], [-2.784946, -2.192173, 3.882347], [-2.035991, -3.879414, 5.475873], [-0.208687, -5.436362, 4.895447], [0.890942, -5.283460, 2.683184], [0.119956, -3.638476, 1.037641], [-0.708529, 3.843652, 1.439321], [0.510205, 5.948972, 1.324941], [3.405187, 6.598647, 1.049389], [2.750266, 6.972083, -0.518622], [5.285238, 5.541018, 0.022380], [4.649951, 5.928808, -1.546810], [5.707175, 3.079068, -1.636976], [4.632869, 0.909019, -1.682370], [1.227143, -2.355436, -2.808433], [0.669349, -2.495672, -5.200029], [0.819710, -0.482682, -6.634664], [1.475653, 1.685381, -5.656909], [2.000387, 1.857058, -3.261930], [4.203325, -0.732327, -3.190390], [6.132428, -2.235879, -3.272190], [6.629153, -3.738836, -1.369717], [5.135676, -3.776238, 0.598096], [3.189194, -2.297780, 0.692138], [5.190477, 1.012791, 3.088749], [3.591029, 0.070559, 3.285309], [3.156489, -0.384598, 4.519488], [1.942995, -1.049054, 4.569663], [1.223752, -1.261080, 3.409355], [1.664782, -0.853259, 2.207277], [2.828779, -0.172468, 2.168012], [3.745553, -0.217208, 5.412398], [1.549007, -1.408726, 5.510468], [0.276169, -1.770079, 3.439092], [3.170107, 0.195120, 1.214506], [-1.650615, 0.214010, -2.866490], [-1.189037, -0.703959, -1.855584], [-2.417806, -0.262420, -3.477724], [-0.833276, 0.548869, -3.503050], [-2.097396, 1.068010, -2.360593], [-1.037390, -1.545689, -2.302479]], "forces_ev_per_a": [[-0.4371, 1.0992, -0.1292], [-0.0934, 0.0995, -0.6441], [0.3434, -0.8863, 1.2693], [-0.0351, 0.0280, -0.2018], [0.1064, -0.1339, 0.0868], [-0.2218, -0.0308, 0.0764], [0.0785, 0.2884, -0.2121], [0.0581, -0.0515, 0.0199], [0.0142, 0.0259, -0.0125], [-0.0675, -0.3001, 0.1536], [-0.1302, 0.3167, -0.0935], [0.2456, 0.0052, -0.1434], [-0.0716, 0.1503, -0.0922], [-0.0668, -0.2256, 0.3010], [0.0337, -0.0175, -0.0729], [-0.0044, 0.0296, -0.0617], [0.0156, -0.0189, 0.0179], [-0.0589, 0.0300, -0.0441], [0.0634, -0.0258, 0.0521], [-0.0578, -0.0623, -0.0633], [-0.1274, 0.0101, 0.0108], [0.0546, 0.1361, 0.0447], [0.0087, 0.0251, -0.0347], [0.0038, -0.0247, 0.0191], [-0.0342, 0.0287, -0.0334], [-0.0028, -0.2558, 0.0221], [0.0978, -0.0990, -0.0142], [-0.0985, -0.0979, 0.0778], [0.0825, 0.0869, -0.0936], [0.0081, -0.1897, 0.0001], [0.1816, 0.0976, -0.0844], [-0.2122, 0.2103, 0.1934], [0.0004, -0.0864, -0.0156], [-0.0190, 0.0094, 0.0083], [0.2257, -0.2342, -0.1273], [-0.0654, 0.3536, 0.0914], [-0.2365, -0.1923, 0.0622], [0.0935, 0.1041, 0.0503], [0.0189, 0.0474, -0.5501], [0.0909, 0.0435, 0.0234], [0.0533, -0.0093, -0.0512], [-0.0104, 0.0264, -0.0222], [0.0013, -0.0773, -0.0068], [0.0066, 0.0388, 0.0682], [-0.0561, 0.0785, -0.0496], [0.0032, -0.0480, 0.1544], [0.0130, 0.0344, -0.0579], [-0.0127, -0.0159, 0.0214], [0.0154, 0.0096, -0.0441], [-0.0307, 0.0224, -0.0055], [-0.0351, -0.0445, -0.0273], [-0.0757, -0.0737, -0.0200], [0.1698, -0.0667, -0.1217], [0.0234, -0.0147, 0.0295], [-0.0102, -0.0274, 0.0350], [0.0101, -0.0258, -0.0111], [0.0132, -0.0053, 0.0150], [0.0134, -0.0009, -0.0167], [0.0115, -0.0003, 0.0036], [0.0091, 0.0287, -0.0202], [0.0556, -0.0261, 0.0516], [0.0041, -0.0113, 0.0076], [0.0276, -0.0089, 0.0160], [0.0171, 0.0154, 0.0080], [-0.0094, 0.0017, 0.0106], [-0.0225, -0.0170, -0.0249], [-0.0374, 0.0135, -0.0166], [-0.0087, 0.0059, -0.0176], [0.0057, 0.0393, -0.0074], [-0.0297, 0.0016, -0.0143], [0.0499, 0.0500, -0.0269], [-0.0129, -0.0608, -0.0551], [0.0280, -0.0169, -0.0137], [-0.0034, -0.0172, 0.0081], [-0.0106, -0.0106, -0.0142], [-0.0145, -0.0017, 0.0050], [-0.0175, -0.0059, 0.0027], [-0.0360, 0.0226, 0.0246], [-0.0135, -0.0157, 0.0119], [0.0338, -0.0077, -0.0022], [0.0129, 0.0168, 0.0077], [-0.0177, -0.0029, 0.0344], [0.0244, -0.0104, 0.0121], [-0.0015, -0.0126, -0.0279], [0.0038, -0.0067, 0.0271], [-0.0067, 0.0082, 0.0259], [-0.0139, 0.0076, -0.0090], [-0.0098, 0.0148, -0.0241], [-0.0031, 0.0794, 0.0951], [0.1750, 0.1016, -0.0207], [-0.0145, -0.0023, -0.0003], [-0.1029, -0.0794, 0.1591], [0.1090, 0.0510, 0.0834], [0.0750, -0.0283, -0.0901], [0.0453, 0.0154, -0.0690], [-0.2723, -0.0960, -0.0417], [-0.0227, 0.0034, -0.0124], [-0.0008, 0.0041, -0.0241], [0.0471, 0.0348, 0.0300], [0.0548, -0.0505, -0.0212], [-0.0561, 0.0009, -0.0220], [0.0790, -0.0304, 0.1263], [0.0088, 0.0036, 0.0154], [-0.0216, -0.0156, 0.0198], [0.0474, -0.0427, -0.0054], [-0.0418, -0.0360, 0.0491]]}



{"formula": "C54H45CoN7O3PS", "method": "ωB97M-V/def2-TZVPD", "multiplicity": 2, "total_charge": 1, "e_lumo_ev": [-4.69, -3.47], "orbital_gap_ev": [4.214, 5.435], "e_homo_ha": [-0.3271, -0.3272], "s2": 0.785, "molar_mass_g_mol": 961.97, "symbols": ["Co", "C", "N", "C", "N", "C", "C", "C", "C", "C", "C", "C", "C", "C", "C", "C", "C", "C", "C", "P", "C", "N", "C", "C", "N", "C", "C", "C", "C", "C", "C", "C", "C", "C", "C", "C", "C", "C", "C", "N", "C", "C", "N", "C", "C", "C", "C", "C", "C", "C", "C", "C", "C", "C", "C", "C", "H", "H", "H", "H", "H", "H", "H", "H", "H", "H", "H", "H", "H", "H", "H", "H", "H", "H", "H", "H", "H", "H", "H", "H", "H", "H", "H", "H", "H", "H", "H", "H", "H", "H", "H", "H", "H", "H", "H", "N", "C", "C", "C", "C", "C", "C", "S", "O", "O", "O", "H", "H", "H", "H", "H", "H"], "coordinates": [[0.326839, -0.784521, -0.236682], [-1.368515, 2.739411, 3.435565], [-0.428973, 1.821867, 2.849576], [-0.722648, 0.882877, 1.917344], [0.381085, 0.255422, 1.534757], [1.417153, 0.784232, 2.242293], [0.920338, 1.790454, 3.061573], [1.627331, 2.695206, 3.972252], [2.630453, 3.537485, 3.490827], [3.337632, 4.342897, 4.364301], [3.055993, 4.315027, 5.720643], [2.051131, 3.492751, 6.203222], [1.333236, 2.691320, 5.334184], [2.756560, 0.208784, 2.172964], [3.138949, -0.562943, 1.075907], [4.386428, -1.154117, 1.024082], [5.273637, -0.993515, 2.074526], [4.904318, -0.235401, 3.173345], [3.659857, 0.366292, 3.224842], [-2.437876, 0.460663, 1.427995], [-2.238458, 0.764472, -0.366526], [-1.342467, 0.160434, -1.125655], [-1.557731, 0.564692, -2.409677], [-2.604671, 1.472941, -2.414181], [-3.025508, 1.572981, -1.117084], [-4.123105, 2.375678, -0.654314], [-3.183323, 2.228581, -3.527815], [-3.175491, 3.622589, -3.526245], [-3.656160, 4.320696, -4.619902], [-4.158299, 3.638623, -5.715635], [-4.180802, 2.252636, -5.716825], [-3.698685, 1.548029, -4.629749], [-0.733249, 0.040181, -3.494769], [-0.080613, -1.186566, -3.312889], [0.749286, -1.690460, -4.294112], [0.942583, -0.982308, -5.471312], [0.299043, 0.230558, -5.659878], [-0.532174, 0.744529, -4.680601], [-2.167011, -1.344315, 1.321330], [-1.171065, -1.943996, 0.688296], [-1.320757, -3.282826, 0.865024], [-2.456082, -3.499828, 1.632324], [-2.970394, -2.265047, 1.907774], [-4.130027, -2.001436, 2.712787], [-3.048390, -4.720696, 2.180035], [-2.271350, -5.552256, 2.982813], [-2.818388, -6.700259, 3.523594], [-4.141950, -7.026604, 3.271548], [-4.922114, -6.199577, 2.480822], [-4.379850, -5.048153, 1.935903], [-0.389323, -4.224319, 0.262548], [0.859717, -3.767122, -0.159450], [1.768561, -4.631215, -0.734151], [1.438084, -5.967001, -0.903630], [0.190828, -6.426103, -0.511619], [-0.719888, -5.564324, 0.068652], [-1.960121, 3.213247, 2.650736], [-0.818800, 3.499977, 3.988307], [-2.047285, 2.219397, 4.114343], [2.852358, 3.570699, 2.434862], [4.111976, 4.991116, 3.983970], [3.623625, 4.931776, 6.400768], [1.827444, 3.468755, 7.258350], [0.558750, 2.041336, 5.717663], [2.456921, -0.678914, 0.229707], [4.677079, -1.735406, 0.161169], [6.249541, -1.452983, 2.038939], [5.586527, -0.110216, 3.997954], [3.385183, 0.946097, 4.090250], [-4.821515, 2.520409, -1.475750], [-3.774861, 3.349230, -0.306557], [-4.630615, 1.872375, 0.168912], [-2.765901, 4.163450, -2.685833], [-3.618893, 5.398944, -4.622992], [-4.525609, 4.187135, -6.568307], [-4.559414, 1.720721, -6.574391], [-3.715901, 0.468782, -4.629583], [-0.245054, -1.757045, -2.398551], [1.248515, -2.633852, -4.142819], [1.600079, -1.370973, -6.231218], [0.454776, 0.788263, -6.571066], [-1.013176, 1.697150, -4.832180], [-4.167540, -2.703129, 3.546022], [-5.043188, -2.108568, 2.126178], [-4.073545, -0.984165, 3.098994], [-1.245471, -5.285335, 3.184124], [-2.212824, -7.339051, 4.146107], [-4.563649, -7.925658, 3.696622], [-5.955019, -6.452660, 2.289738], [-4.982815, -4.414252, 1.304000], [1.125001, -2.709532, -0.001515], [2.736575, -4.269026, -1.042034], [2.152513, -6.648991, -1.337836], [-0.078502, -7.459273, -0.659865], [-1.692827, -5.923644, 0.363223], [1.406919, 0.942609, -1.390605], [2.554309, 1.732923, -1.696123], [2.898050, 1.952837, -3.028212], [3.871154, 2.887516, -3.342927], [4.503053, 3.547792, -2.318429], [4.241018, 3.298996, -0.993110], [3.258497, 2.372993, -0.678913], [5.392232, 5.115070, -2.744386], [4.214798, 5.958502, -2.606354], [5.855130, 4.881926, -4.087463], [6.388232, 5.241308, -1.710535], [0.948344, 0.709538, -2.269520], [0.777111, 1.522872, -0.838726], [2.363585, 1.436346, -3.815636], [4.115223, 3.134210, -4.361666], [4.774172, 3.840154, -0.231011], [3.010132, 2.170819, 0.352226]], "forces_ev_per_a": [[-1.4739, 0.9802, 0.2449], [-0.5354, 0.4163, 0.2854], [0.2346, -0.6139, -0.5457], [-0.5407, 0.0787, 0.2016], [-0.2048, -0.0276, -0.5942], [-0.0638, 0.3368, 0.3959], [0.5026, -0.3175, -0.2992], [0.0487, 0.2430, 0.1682], [-0.1846, -0.0597, -0.0143], [0.0489, 0.0231, -0.0167], [0.0336, -0.0054, 0.0331], [-0.0281, 0.0347, 0.0767], [0.0177, -0.0550, -0.0778], [0.3847, -0.1745, -0.0318], [-0.1906, -0.0378, 0.0627], [0.0038, -0.1222, -0.1148], [0.0270, 0.0400, 0.0603], [-0.0216, 0.0258, -0.0381], [-0.0719, -0.0748, -0.1238], [0.6197, -0.0582, -0.3938], [-0.3522, 0.0615, 0.4469], [0.4405, -0.1510, 0.2370], [-0.3485, 0.3584, -0.0373], [0.4781, -0.3132, -0.2940], [0.6089, -0.5437, 0.0086], [-0.5481, 0.4115, 0.3282], [-0.2696, 0.0994, -0.1622], [0.0582, -0.1486, 0.0035], [-0.0183, 0.0729, -0.0029], [0.0302, -0.0087, 0.0292], [0.0148, 0.0080, -0.0571], [-0.0326, 0.0595, 0.1443], [0.1292, -0.2360, -0.2021], [-0.1775, 0.2034, 0.0276], [0.1289, -0.0311, -0.0285], [-0.0364, 0.0278, 0.0600], [0.0508, -0.0298, -0.0662], [0.0081, -0.0720, 0.1112], [-0.2631, 0.4668, 0.2114], [0.8404, 0.7490, -0.3053], [-0.4860, -0.2786, 0.2212], [0.4406, -0.1119, -0.2712], [0.7773, 0.2512, -0.5292], [-0.6346, 0.2183, 0.4253], [-0.0643, -0.1968, 0.1332], [-0.1093, 0.0814, 0.0077], [0.0205, -0.0447, 0.0072], [-0.0005, -0.0530, 0.0420], [-0.0980, -0.0116, 0.0001], [0.1390, -0.0549, -0.0209], [0.2299, -0.1137, -0.1727], [-0.2136, 0.1865, 0.0948], [0.1504, 0.0350, -0.0841], [0.0245, -0.0242, -0.0029], [0.0557, 0.0105, -0.0098], [0.0151, 0.1956, -0.0091], [0.0840, 0.0536, 0.0950], [-0.0909, -0.0536, -0.0881], [0.0952, 0.0493, 0.0128], [0.0284, -0.0657, -0.1436], [0.0643, 0.0544, -0.0426], [0.0224, 0.0621, 0.0550], [-0.0126, 0.0145, 0.1080], [-0.0445, -0.0925, 0.0349], [0.3823, 0.0857, 0.0822], [-0.0097, -0.0172, -0.0760], [0.0696, -0.0338, -0.0328], [0.1067, 0.0192, 0.1081], [-0.0085, 0.0239, 0.1029], [0.0060, 0.0125, 0.0679], [-0.0339, -0.0123, -0.0616], [0.0270, 0.0166, -0.0947], [0.0878, 0.0476, 0.0923], [-0.0271, 0.0995, 0.0108], [-0.0359, 0.0512, -0.0993], [-0.0930, -0.0776, -0.0925], [0.0339, -0.1351, -0.0150], [-0.0853, -0.1073, -0.0962], [0.0616, -0.1380, 0.0189], [0.0718, -0.0546, -0.1135], [0.0241, 0.0462, -0.0600], [0.0075, 0.1069, -0.0077], [0.0422, 0.0719, -0.0755], [0.0372, 0.0241, 0.0486], [-0.0406, -0.1105, -0.0011], [0.1512, 0.0024, 0.0168], [0.0695, -0.0835, 0.0770], [-0.0375, -0.0401, 0.0146], [-0.0393, -0.0068, -0.0333], [-0.0904, 0.0618, -0.0996], [0.2169, -0.5477, 0.0522], [0.1270, 0.0353, -0.0383], [0.0633, -0.0379, -0.0658], [-0.0045, -0.1384, -0.0218], [-0.0615, -0.0624, -0.0057], [-1.5452, -1.1954, 0.8675], [1.2326, 0.3277, -0.0233], [-0.1568, -0.1494, 0.0865], [-0.3715, -0.6991, 0.2121], [1.0525, 1.6691, -0.5250], [-0.4911, -0.7585, 0.1642], [-0.1041, -0.0344, 0.0033], [-1.3473, -1.7903, 0.6527], [0.2894, 0.7138, -0.1631], [0.3517, 0.3283, -0.4537], [0.4223, 0.3844, 0.1508], [0.0053, 0.2406, 0.1464], [-0.0461, 0.0675, -0.3450], [-0.1336, -0.0877, -0.0882], [0.0599, 0.0466, -0.1800], [0.1119, 0.1450, 0.1252], [-0.0893, -0.0371, 0.1738]]}